(1)
43
Properties=species:S:1:pos:R:3 method="wB97M-V/def2-TZVPD" lumo_energy_ev=-4.4 fmax_ev_per_a=3.28 multiplicity=1 total_charge=+1 homo_lumo_gap_ev=6.9
Y -0.338 -0.370 -0.398
H 0.046 2.001 3.988
H 0.554 2.418 3.663
P -3.038 0.213 0.171
P 1.293 1.605 -1.507
C 2.466 0.627 -2.535
H 3.395 1.173 -2.725
H 2.738 -0.302 -2.027
H 2.022 0.373 -3.498
C 1.087 3.148 -2.493
H 0.666 3.947 -1.865
H 2.027 3.510 -2.941
H 0.372 2.941 -3.297
C 2.623 2.223 -0.343
H 2.897 1.456 0.387
H 3.538 2.478 -0.893
H 2.321 3.112 0.218
C -4.091 1.377 -0.761
H -5.154 1.212 -0.544
H -3.826 2.406 -0.501
H -3.920 1.250 -1.832
C -3.978 -1.356 -0.083
H -3.586 -2.149 0.570
H -5.049 -1.217 0.130
H -3.856 -1.685 -1.121
C -3.640 0.584 1.873
H -3.370 1.610 2.159
H -4.735 0.465 1.929
H -3.176 -0.093 2.602
C -0.313 -2.268 -2.064
O -0.322 -3.157 -2.756
H -0.672 0.875 -1.808
F -0.542 -1.966 1.612
C 0.862 -2.176 1.537
C 1.617 -1.372 0.711
C 2.978 -1.592 0.744
F 3.836 -0.801 0.041
C 3.535 -2.623 1.513
F 4.867 -2.714 1.584
C 2.732 -3.462 2.269
F 3.270 -4.441 3.010
C 1.352 -3.253 2.288
F 0.510 -4.004 2.996



(2)
42
Properties=species:S:1:pos:R:3 method="wB97M-V/def2-TZVPD" lumo_energy_ev="-0.4 / -0.3" fmax_ev_per_a=1.05 multiplicity=2 total_charge=0 s_squared=0.763 de_lowest_ev=0.337 homo_lumo_gap_ev="6.6 / 6.5"
Os 1.623 0.122 -1.569
C -2.671 0.885 -4.173
C -3.118 0.570 -2.766
O -2.226 -0.429 -2.209
P -1.308 -0.082 -0.976
S 0.152 -1.488 -0.817
S -0.175 1.584 -1.200
O -2.368 0.002 0.205
C -1.912 0.298 1.551
C -3.049 0.005 2.498
H -3.374 1.574 -4.643
H -2.629 -0.026 -4.767
H -1.683 1.347 -4.165
H -4.115 0.134 -2.733
H -3.111 1.461 -2.133
H -1.612 1.346 1.580
H -1.036 -0.318 1.765
H -3.908 0.638 2.280
H -2.730 0.198 3.521
H -3.355 -1.037 2.422
C 6.880 0.108 -0.447
C 5.677 0.051 -1.341
C 5.103 -1.160 -1.689
C 3.995 -1.236 -2.527
C 3.467 -2.600 -2.894
C 3.433 -0.033 -3.026
Te 1.630 -0.110 -4.176
C 4.023 1.211 -2.689
C 3.468 2.525 -3.164
C 5.128 1.221 -1.859
H 7.019 -0.829 0.090
H 6.783 0.912 0.282
H 7.783 0.299 -1.030
H 5.524 -2.076 -1.293
H 3.997 -3.368 -2.333
H 3.608 -2.789 -3.962
H 2.400 -2.705 -2.709
H 2.582 2.816 -2.594
H 3.168 2.483 -4.211
H 4.214 3.309 -3.036
H 5.571 2.173 -1.590
F 2.874 0.606 -0.094



(3)
45
Properties=species:S:1:pos:R:3 method="wB97M-V/def2-TZVPD" lumo_energy_ev="0.5 / 0.2" fmax_ev_per_a=0.48 multiplicity=2 total_charge=0 s_squared=0.763 de_lowest_ev=0.240 homo_lumo_gap_ev="6.0 / 8.8"
Hg -0.415 0.747 -0.179
N 2.299 1.631 1.759
C 2.729 0.878 0.714
N 4.035 0.682 0.604
C 4.382 -0.100 -0.438
N 5.708 -0.313 -0.590
N 3.570 -0.673 -1.310
C 2.255 -0.426 -1.126
N 1.800 0.368 -0.103
C 1.308 -0.998 -2.013
C 1.717 -1.803 -3.113
C 0.788 -2.337 -3.950
C -0.591 -2.089 -3.718
C -0.934 -1.305 -2.651
N -0.040 -0.763 -1.803
H 2.998 2.166 2.243
H 1.358 1.987 1.743
H 6.348 0.103 0.060
H 6.029 -0.891 -1.342
H 2.776 -1.962 -3.250
H 1.095 -2.945 -4.792
H -1.358 -2.497 -4.360
H -1.974 -1.091 -2.430
N 0.056 -2.878 0.532
C -0.734 -2.303 1.472
N -1.317 -3.142 2.373
O -0.917 -1.086 1.528
H 0.114 -3.874 0.422
H 0.395 -2.291 -0.213
H -1.058 -4.107 2.449
H -1.807 -2.715 3.138
C -3.585 1.305 0.708
C -2.592 2.415 1.051
C -3.274 3.777 0.941
C -2.061 2.206 2.470
O -1.530 2.440 0.129
H -4.445 1.316 1.382
H -3.101 0.326 0.793
H -3.939 1.434 -0.317
H -4.107 3.856 1.643
H -3.651 3.922 -0.073
H -2.555 4.570 1.156
H -2.866 2.228 3.209
H -1.346 2.997 2.711
H -1.558 1.236 2.544



(4)
45
Properties=species:S:1:pos:R:3 method="wB97M-V/def2-TZVPD" lumo_energy_ev=-0.1 fmax_ev_per_a=1.67 multiplicity=1 total_charge=0 homo_lumo_gap_ev=7.0
Sr 1.192 0.582 0.535
C 1.309 -2.407 -5.110
C 1.653 -0.922 -5.021
N 0.676 -0.148 -4.292
C 0.573 -0.047 -2.947
S 1.761 -0.778 -1.966
N -0.492 0.627 -2.565
N -0.630 0.963 -1.298
C -1.785 1.386 -0.914
C -2.963 1.423 -1.856
C -1.956 1.851 0.454
C -3.235 2.165 0.944
C -3.382 2.651 2.231
C -2.254 2.824 3.025
C -1.038 2.477 2.475
N -0.879 2.001 1.245
H 2.072 -2.941 -5.679
H 0.340 -2.554 -5.594
H 1.268 -2.827 -4.101
H 1.723 -0.489 -6.019
H 2.615 -0.807 -4.532
H -0.100 0.245 -4.801
H -2.636 1.107 -2.841
H -3.375 2.434 -1.921
H -3.760 0.751 -1.526
H -4.110 2.031 0.327
H -4.365 2.896 2.611
H -2.315 3.214 4.033
H -0.126 2.581 3.054
C -0.402 -3.749 2.255
O 0.240 -2.954 3.264
C 0.484 -1.696 2.910
O 0.180 -1.189 1.842
N 1.160 -1.052 3.878
N 1.642 0.230 3.610
H -0.506 -4.740 2.679
H 0.197 -3.787 1.350
H -1.379 -3.343 2.008
H 1.530 -1.585 4.649
H 2.656 0.229 3.470
H 1.415 0.844 4.382
I 4.509 1.133 3.138
C 3.813 0.574 1.115
H 4.251 -0.427 1.014
H 4.434 1.224 0.487



(5)
44
Properties=species:S:1:pos:R:3 method="wB97M-V/def2-TZVPD" lumo_energy_ev=2.4 fmax_ev_per_a=2.06 multiplicity=1 total_charge=-1 de_lowest_ev=0.000 homo_lumo_gap_ev=6.8
O 1.889 -2.494 -0.195
O 3.158 4.026 -2.568
O -0.255 1.726 -0.489
O -2.682 -3.526 1.920
O -0.779 -0.735 2.348
O -4.259 -4.006 0.450
C 0.738 -2.555 0.225
C 2.577 3.070 -3.055
C 0.867 1.891 -0.029
C -3.197 -3.436 0.787
C -1.732 -0.846 1.576
N 2.469 3.124 -4.418
N -2.901 -0.315 1.955
N 2.001 2.062 -0.796
N -0.168 -1.712 -0.261
C 0.371 -3.610 1.243
C -4.134 -0.199 1.178
C 2.051 1.868 -2.253
C 1.211 1.938 1.442
C 3.191 2.111 0.038
C 2.648 2.471 1.424
C -2.526 -2.573 -0.296
C -1.560 -1.443 0.152
H 2.674 4.030 -4.828
H 1.819 2.496 -4.877
H -2.916 -0.004 2.912
H 0.211 -1.063 -0.927
H 1.258 -4.174 1.516
H -0.048 -3.140 2.130
H -0.374 -4.276 0.815
H -3.914 0.136 0.163
H -4.640 -1.167 1.140
H -4.799 0.522 1.652
H 2.682 1.002 -2.473
H 1.050 1.637 -2.628
H 0.530 2.588 1.995
H 1.171 0.928 1.860
H 3.678 1.130 0.061
H 3.913 2.858 -0.306
H 3.256 2.040 2.226
H 2.639 3.560 1.539
H -3.322 -2.101 -0.874
H -2.005 -3.236 -0.989
H -1.842 -0.603 -0.482



(6)
43
Properties=species:S:1:pos:R:3 method="wB97M-V/def2-TZVPD" lumo_energy_ev=-6.9 fmax_ev_per_a=2.67 multiplicity=1 total_charge=+2 homo_lumo_gap_ev=7.6
Y 0.505 0.809 -0.605
N 4.952 -0.430 -0.883
C 3.659 -0.265 -1.139
S 3.058 1.313 -0.884
N 2.953 -1.245 -1.568
N 1.617 -0.964 -1.737
C 0.872 -1.823 -2.301
C -0.539 -1.547 -2.476
C -1.271 -2.251 -3.403
C -2.535 -1.753 -3.735
C -3.066 -0.640 -3.152
C -2.282 0.029 -2.253
N -1.079 -0.438 -1.955
H 5.474 0.420 -0.766
H 5.396 -1.241 -1.262
H 1.275 -2.818 -2.627
H -0.848 -3.147 -3.875
H -3.176 -2.355 -4.358
H -4.078 -0.382 -3.369
H -2.582 1.030 -1.829
C 0.847 0.619 2.785
C 0.900 -0.775 2.192
N 0.002 -0.847 1.002
C -1.427 -0.914 1.391
C -2.358 0.277 1.527
S -1.928 1.837 0.702
C -1.148 2.885 1.986
C 0.383 2.982 1.898
N 1.025 1.630 1.741
H 1.592 0.641 3.635
H -0.097 0.842 3.262
H 0.618 -1.518 2.914
H 1.978 -0.949 1.917
H 0.162 -1.755 0.522
H -1.444 -1.460 2.295
H -1.805 -1.503 0.610
H -2.503 0.609 2.579
H -3.365 0.047 1.120
H -1.376 2.429 2.901
H -1.664 3.821 1.805
H 0.693 3.454 2.757
H 0.619 3.612 1.041
H 1.991 1.734 1.594



(7)
36
Properties=species:S:1:pos:R:3 method="wB97M-V/def2-TZVPD" lumo_energy_ev=0.8 fmax_ev_per_a=5.91 multiplicity=1 total_charge=0 de_lowest_ev=5.004 homo_lumo_gap_ev=9.5
C -1.980 -0.397 -0.343
C -2.583 -1.813 -0.436
C -2.945 0.534 0.178
C -3.702 1.500 -0.560
C -3.014 0.544 1.571
C -4.538 2.380 0.167
C -3.837 1.424 2.215
C -4.611 2.379 1.519
H -1.060 -0.336 0.268
H -1.399 -0.175 -1.218
H -3.658 -1.733 -0.679
H -3.528 1.623 -1.641
H -2.349 -0.151 2.107
H -5.284 2.823 -0.485
H -3.634 1.593 3.296
H -5.091 3.232 2.005
H -2.481 -2.392 0.421
H -2.209 -2.273 -1.427
C 2.094 -0.275 -0.794
C 1.628 -0.668 -2.182
C 4.599 -0.732 -1.340
C 4.494 -0.456 1.907
C 3.469 -0.251 0.926
O 2.556 0.562 1.116
N 3.394 -0.844 -0.298
H 1.951 0.813 -0.728
H 1.246 -0.884 -0.216
H 2.239 -1.075 -2.923
H 1.069 0.330 -2.361
H 5.552 -1.074 -0.769
H 5.395 -0.550 1.502
H 0.636 -1.490 -2.142
H 4.277 -1.508 -2.220
H 4.688 0.261 -1.768
H 4.231 0.351 2.709
H 4.387 -1.273 2.622



(8)
37
Properties=species:S:1:pos:R:3 method="wB97M-V/def2-TZVPD" lumo_energy_ev=0.8 fmax_ev_per_a=1.09 multiplicity=1 total_charge=0 de_lowest_ev=0.000 homo_lumo_gap_ev=9.4
C -5.270 -1.746 0.740
C -4.125 -1.022 0.044
C -3.570 0.110 0.906
C -2.504 0.948 0.199
C -1.221 0.168 -0.079
H -1.409 -0.604 -0.829
C -0.071 1.061 -0.563
N 1.160 0.298 -0.580
C 2.238 0.613 0.175
O 2.247 1.567 0.935
C 3.393 -0.288 0.000
C 4.648 -0.089 0.531
O 5.463 -1.098 0.178
C 4.749 -1.957 -0.573
C 3.475 -1.518 -0.721
H 2.699 -2.022 -1.263
H 5.254 -2.829 -0.936
C 5.188 1.009 1.368
H 5.997 1.520 0.846
H 4.387 1.710 1.583
H 5.588 0.610 2.299
H 1.206 -0.483 -1.213
C -0.331 1.649 -1.948
H 0.539 2.211 -2.280
H -0.531 0.857 -2.667
H -1.183 2.321 -1.923
H 0.095 1.869 0.158
H -0.901 -0.325 0.842
H -2.918 1.328 -0.737
H -2.260 1.806 0.830
H -3.152 -0.307 1.825
H -4.396 0.768 1.190
H -3.333 -1.739 -0.178
H -4.480 -0.611 -0.905
H -5.651 -2.552 0.117
H -4.934 -2.172 1.683
H -6.087 -1.059 0.948